Entry 1:
33
Properties=species:S:1:pos:R:3 method="wB97M-V/def2-TZVPD" fmax_ev_per_a=2.15 orbital_gap_ev=5.71 charge=-2
Cd -1.0055 -1.1884 0.4022
C -2.7212 1.6303 2.5786
C -3.3098 0.2589 2.2225
O -2.3725 -0.6996 2.0372
H -2.0734 1.5435 3.4541
H -3.5237 2.3780 2.7241
H -2.1479 2.0289 1.7374
H -3.9268 0.4045 1.3037
H -4.0119 -0.0382 3.0421
C 1.1333 2.0598 -0.6829
C 0.8531 1.3800 0.6595
O 0.8205 0.0046 0.6271
H 2.2132 2.0530 -0.8908
H 0.9414 3.1417 -0.6299
H 0.5460 1.5839 -1.4690
H -0.0889 1.7747 1.0760
H 1.6632 1.6626 1.3718
O -1.8652 -3.0819 -0.4535
H -1.1951 -3.7755 -0.4742
O -2.0383 -0.2391 -1.2092
H -2.3020 0.6816 -1.3043
O 0.0373 -2.8821 1.6846
H 0.9685 -3.0740 1.8267
H -0.4599 -3.4087 2.3158
C 3.1070 0.1384 -3.0232
C 2.6774 -1.0866 -2.2085
O 1.2884 -1.0279 -1.8796
H 2.6887 0.1541 -4.0405
H 4.1941 0.1386 -3.1823
H 2.7067 1.0418 -2.5696
H 3.1871 -1.0102 -1.2392
H 2.8470 -1.9868 -2.8010
H 1.1695 -0.5598 -1.0057

Entry 2:
43
Properties=species:S:1:pos:R:3 method="wB97M-V/def2-TZVPD" fmax_ev_per_a=5.64 orbital_gap_ev=9.25 smiles="C[C@H](F)CN([PH2]=O)S(=O)(=O)F.NC(N)=O.NC(N)=O.NC(N)=O"
C -2.6615 -1.7221 -0.4474
C -1.2997 -0.9599 -0.6936
F -0.4932 -1.6058 -1.6232
C -0.4420 -0.7931 0.6389
N -0.2437 0.6658 0.8541
P -0.0364 1.0934 2.5442
O 0.9462 0.2327 3.3073
S 0.9543 1.3203 -0.1441
O 2.0847 0.4098 -0.3998
O 1.4614 2.6121 0.3764
F 0.2530 1.6794 -1.5928
H -2.8623 -1.8556 0.6346
H -2.6005 -2.6910 -0.9896
H -3.4777 -1.1208 -0.9074
H -1.5729 0.0570 -1.0442
H -1.0288 -1.2530 1.4695
H 0.5148 -1.3581 0.5525
H 0.2907 2.4851 2.6154
H -1.3169 0.9446 3.1718
C -2.1932 2.7191 -4.8225
O -3.3193 3.0358 -5.1725
N -1.2574 2.2553 -5.6973
N -1.7779 2.8029 -3.5272
H -0.3284 1.9897 -5.4319
H -1.5288 2.1804 -6.6602
H -2.4419 3.1410 -2.8557
H -0.8600 2.5493 -3.2179
C -2.1216 -0.9120 5.7945
O -2.7768 -0.5967 4.8068
N -2.4666 -1.9527 6.6003
N -0.9965 -0.2447 6.1595
H -1.9454 -2.2269 7.4108
H -3.2935 -2.4662 6.3566
H -0.7217 0.5261 5.5808
H -0.4378 -0.4777 6.9578
C 5.3970 -1.3449 -2.9239
O 6.3071 -1.4262 -3.7347
N 4.4266 -0.3932 -3.0036
N 5.2758 -2.2004 -1.8702
H 3.6711 -0.3094 -2.3481
H 4.4836 0.2549 -3.7667
H 5.9734 -2.9153 -1.7789
H 4.5377 -2.1511 -1.1938

Entry 3:
36
Properties=species:S:1:pos:R:3 method="wB97M-V/def2-TZVPD" fmax_ev_per_a=4.67 de_lowest_kcal_mol=21.38 orbital_gap_ev=8.48
C -4.2992 2.5158 -0.9858
C -3.4714 1.9257 -2.1990
O -2.0557 1.9394 -2.0067
P -1.4999 0.8115 -0.8302
O -0.5825 0.0831 -2.0664
C -0.7290 2.2326 0.1352
C -1.4853 2.5482 1.4919
F -2.2868 3.6868 1.2769
P -0.7184 -0.6984 0.6418
N -0.0248 -1.9371 -0.0870
O 0.4318 -0.0503 1.6991
O -1.9803 -1.2838 1.5998
H -4.4018 3.6190 -1.0233
H -5.3339 2.0856 -1.0791
H -3.9231 2.1425 -0.0023
H -3.8647 0.9245 -2.5246
H -3.6750 2.6156 -3.0590
H -2.8015 0.2598 -0.6290
H 0.3433 0.1820 -1.7976
H -0.8601 3.1538 -0.4852
H 0.3747 2.1330 0.2819
H -0.7490 2.8476 2.2634
H -2.1362 1.6949 1.7831
H 0.9435 -2.0128 0.2450
H 0.0637 0.0034 2.5936
H -2.7213 -1.5466 1.0385
C 4.7566 -2.8289 -0.9755
S 3.7127 -3.1390 0.4616
O 3.0567 -1.8479 0.8220
C 5.0646 -3.3987 1.6269
H 4.1108 -2.6016 -1.8227
H 5.4140 -1.9801 -0.7822
H 5.3452 -3.7197 -1.1983
H 5.7033 -2.5150 1.6580
H 5.6434 -4.2716 1.3225
H 4.6360 -3.5732 2.6126

Entry 4:
43
Properties=species:S:1:pos:R:3 method="wB97M-V/def2-TZVPD" fmax_ev_per_a=6.60 orbital_gap_ev=3.38 charge=-3
O 1.2993 -0.1006 -1.1165
V -0.1489 -0.5272 -0.5647
O -0.4414 -2.0363 -1.0185
S -2.7215 -0.7524 1.6964
O -4.1579 -0.6184 1.3876
O -2.3248 -2.1107 2.0790
O -1.9455 -0.3245 0.5545
O -2.4675 0.1223 2.8447
S 0.8369 -0.3156 2.7323
O 0.5507 -0.9559 1.4159
O 2.1943 -0.4344 3.2006
O 0.3016 1.0372 2.7141
O -0.0319 -0.9874 3.6865
C -1.8860 -0.0281 -3.6048
O -1.5398 0.4419 -2.2800
H -2.4746 -0.9266 -3.4194
H -2.4962 0.7653 -4.0364
H -1.0345 -0.2875 -4.2340
H -2.3703 0.8122 -1.9721
C -2.1144 -4.9427 -0.8590
O -2.1420 -6.2314 -0.3953
H -2.0122 -4.2647 -0.0117
H -1.2361 -4.8847 -1.5019
H -2.9917 -4.6425 -1.4321
H -2.9290 -6.3533 0.1409
C 4.5438 0.4654 1.2341
O 4.7518 -0.1755 2.5405
H 5.4360 0.3107 0.6273
H 3.7468 0.0661 0.6069
H 4.4425 1.5456 1.3397
H 3.8909 -0.3992 2.9018
C 1.8052 3.0617 -0.0496
C 0.2830 3.0586 -0.1113
C -0.2151 3.4074 -1.4795
O -0.1682 1.8591 0.2196
H 2.2702 2.4019 -0.7821
H 2.2337 2.7942 0.9163
H 2.1677 4.0821 -0.1738
H -0.0910 3.8224 0.5705
H 0.2014 2.7000 -2.1966
H 0.2019 4.3625 -1.7986
H -1.3045 3.3924 -1.5139
H 0.0873 1.7906 1.1424

Number 1: lowest unoccupied orbital energy 5.5 eV. Number 2: lowest unoccupied orbital energy -0.5 eV. Number 3: lowest unoccupied orbital energy 0.6 eV. Number 4: lowest unoccupied orbital energy 6.2 eV.